Record 1
Density functional theory data (ωB97M-V with the def2-TZVPD basis set) for a molecular structure, C50H60BrGeI2P2PbSe2 at a distorted geometry.

Summary:
Total charge: -1
Relative energy (zero: lowest compared OMol25 entry of this formula, charge and spin), kcal/mol: 0.0
2S+1: 1
Kohn-Sham gap (spin up / spin down), eV: 5.7735 / 5.7706
HOMO (spin up / spin down), eV: -3.85 / -3.85

Cartesian coordinates (Å):
1 Pb -0.34 -0.26 0.21
2 I 0.07 -4.12 -1.07
3 C 0.44 -3.53 -3.09
4 I 0.00 -1.22 -3.55
5 H -0.20 -4.04 -3.81
6 H 1.51 -3.60 -3.31
7 Se 1.77 -2.01 2.37
8 P -0.26 -2.39 3.22
9 Se -2.03 -2.00 1.95
10 C -0.26 -4.14 3.80
11 C 0.70 -4.50 4.76
12 C 0.72 -5.81 5.22
13 C -0.19 -6.75 4.74
14 C -1.11 -6.37 3.79
15 C -1.16 -5.05 3.30
16 C -0.44 -1.36 4.72
17 C -1.66 -0.73 5.03
18 C -1.74 0.01 6.22
19 C -0.63 0.17 7.05
20 C 0.58 -0.44 6.69
21 C 0.69 -1.20 5.53
22 H 1.46 -3.79 5.07
23 H 1.42 -6.10 5.99
24 H -0.17 -7.76 5.16
25 H -1.80 -7.10 3.33
26 H -1.90 -4.76 2.54
27 H -2.52 -0.84 4.36
28 H -2.70 0.45 6.48
29 H -0.70 0.78 7.94
30 H 1.46 -0.37 7.32
31 H 1.62 -1.68 5.24
32 Br -1.79 2.06 0.44
33 C 1.53 5.07 -2.57
34 C 1.68 3.67 -3.24
35 C 1.50 2.52 -2.22
36 C 2.08 2.89 -0.81
37 C 1.26 4.04 -0.20
38 C 0.69 5.02 -1.27
39 P 2.18 1.33 0.25
40 C 3.73 0.38 -0.27
41 C 3.38 -0.79 -1.23
42 C 4.64 -1.40 -1.88
43 C 5.45 -0.36 -2.71
44 C 5.16 1.10 -2.29
45 C 4.91 1.26 -0.80
46 C 2.69 1.77 2.00
47 C 1.53 2.27 2.90
48 C 1.97 2.18 4.37
49 C 3.48 2.53 4.62
50 C 4.09 3.36 3.48
51 C 3.92 2.71 2.08
52 H 1.06 5.78 -3.26
53 H 2.49 5.52 -2.36
54 H 2.65 3.59 -3.74
55 H 0.93 3.57 -4.05
56 H 1.95 1.59 -2.59
57 H 0.43 2.26 -2.13
58 H 3.11 3.22 -0.97
59 H 1.85 4.60 0.52
60 H 0.41 3.61 0.34
61 H 0.62 6.00 -0.80
62 H -0.34 4.74 -1.53
63 H 4.06 -0.07 0.67
64 H 2.70 -0.47 -2.03
65 H 2.84 -1.57 -0.69
66 H 4.36 -2.24 -2.53
67 H 5.27 -1.81 -1.11
68 H 5.28 -0.51 -3.78
69 H 6.51 -0.55 -2.62
70 H 4.34 1.48 -2.89
71 H 6.00 1.73 -2.57
72 H 4.79 2.32 -0.56
73 H 5.82 0.96 -0.27
74 H 2.93 0.77 2.37
75 H 0.63 1.65 2.75
76 H 1.24 3.29 2.63
77 H 1.76 1.18 4.73
78 H 1.34 2.85 4.96
79 H 4.06 1.60 4.71
80 H 3.60 3.05 5.57
81 H 5.15 3.52 3.67
82 H 3.63 4.35 3.46
83 H 4.84 2.14 1.86
84 H 3.86 3.46 1.29
85 C -1.24 -0.86 -1.95
86 Ge -3.08 -0.50 -2.60
87 C -4.31 0.47 -1.44
88 C -4.92 1.65 -1.88
89 C -5.84 2.29 -1.04
90 C -6.13 1.78 0.21
91 C -5.53 0.59 0.62
92 C -4.67 -0.10 -0.22
93 C -4.10 -2.21 -2.66
94 C -3.39 -3.41 -2.81
95 C -4.09 -4.61 -2.95
96 C -5.49 -4.64 -2.90
97 C -6.18 -3.43 -2.71
98 C -5.50 -2.22 -2.61
99 C -2.98 0.06 -4.48
100 C -3.20 -0.88 -5.51
101 C -2.90 -0.55 -6.83
102 C -2.43 0.74 -7.14
103 C -2.30 1.69 -6.12
104 C -2.58 1.34 -4.79
105 H -4.68 2.05 -2.85
106 H -6.32 3.21 -1.41
107 H -6.81 2.29 0.89
108 H -5.69 0.19 1.61
109 H -4.19 -1.05 0.05
110 H -2.32 -3.39 -2.76
111 H -3.53 -5.53 -3.10
112 H -6.02 -5.57 -3.00
113 H -7.26 -3.45 -2.62
114 H -6.05 -1.28 -2.50
115 H -3.57 -1.88 -5.28
116 H -3.04 -1.28 -7.62
117 H -2.15 1.01 -8.17
118 H -1.97 2.71 -6.36
119 H -2.39 2.06 -3.99


Record 2
Density functional theory data (ωB97M-V with the def2-TZVPD basis set) for 6 unconnected molecules or ions with the total composition C50H61Cl2FN2O20PS.

Summary:
Total charge: +1
2S+1: 1
Kohn-Sham gap, eV: 8.3325
HOMO, eV: -11.64

Cartesian coordinates (Å):
1 C 5.70 0.67 -1.23
2 C 5.79 0.17 -2.67
3 O 4.90 0.82 -3.58
4 C 5.00 2.23 -3.60
5 C 3.86 2.94 -2.81
6 O 2.83 2.07 -2.37
7 C 2.04 1.63 -3.44
8 C 0.87 0.74 -2.91
9 S 1.58 -0.98 -2.79
10 C 2.26 -1.48 -4.34
11 O 0.48 -1.84 -2.42
12 O 2.68 -0.86 -1.87
13 N 0.53 1.03 -1.55
14 C -0.65 1.70 -1.01
15 C -1.17 0.91 0.20
16 C -1.48 -0.57 0.02
17 C -2.14 -1.11 1.28
18 Cl -3.91 -0.86 1.24
19 C -0.13 3.04 -0.42
20 C 0.39 4.09 -1.38
21 F -1.18 3.62 0.31
22 C -1.75 2.01 -2.04
23 C -3.12 1.33 -1.97
24 O -3.92 2.09 -2.88
25 C -4.85 1.32 -3.63
26 O -5.42 0.42 -2.75
27 C -6.22 -0.61 -3.33
28 C -5.46 -1.53 -4.27
29 O -4.52 -2.32 -3.54
30 N -1.35 1.91 -3.51
31 C -1.12 3.25 -4.21
32 O -1.85 3.24 -5.39
33 O -2.95 4.14 -5.26
34 C -0.38 0.79 -3.84
35 Cl 0.08 0.96 -5.55
36 P -1.51 -0.74 -3.91
37 O -2.74 -0.30 -4.62
38 H 6.27 1.59 -1.06
39 H 6.06 -0.09 -0.55
40 H 4.65 0.86 -0.99
41 H 6.82 0.27 -3.05
42 H 5.52 -0.88 -2.71
43 H 5.97 2.55 -3.20
44 H 4.98 2.54 -4.64
45 H 4.24 3.41 -1.90
46 H 3.43 3.73 -3.43
47 H 1.63 2.50 -3.98
48 H 2.66 1.08 -4.15
49 H 1.62 -1.30 -5.19
50 H 3.23 -0.98 -4.43
51 H 2.41 -2.55 -4.20
52 H 1.01 0.45 -0.88
53 H -2.01 1.42 0.66
54 H -0.36 0.96 0.94
55 H -0.55 -1.13 -0.11
56 H -2.15 -0.76 -0.82
57 H -1.75 -0.60 2.16
58 H -1.97 -2.17 1.39
59 H 0.65 2.77 0.30
60 H 1.14 4.72 -0.89
61 H -0.42 4.75 -1.68
62 H 0.85 3.65 -2.26
63 H -2.01 3.06 -1.89
64 H -3.52 1.42 -0.97
65 H -3.14 0.28 -2.25
66 H -5.57 2.03 -4.04
67 H -4.33 0.80 -4.45
68 H -7.08 -0.18 -3.86
69 H -6.60 -1.17 -2.49
70 H -4.94 -0.99 -5.06
71 H -6.19 -2.19 -4.75
72 H -3.65 -1.94 -3.72
73 H -2.23 1.60 -3.97
74 H -1.51 4.02 -3.55
75 H -0.07 3.40 -4.40
76 H -3.63 3.59 -4.82
77 H -1.69 -1.14 -2.59
78 H -0.73 -1.71 -4.52
79 C -1.87 5.11 3.54
80 C -1.26 5.80 2.57
81 C -0.35 6.92 2.88
82 O 0.22 7.52 1.98
83 C -0.13 7.26 4.30
84 C -0.74 6.59 5.27
85 C -1.65 5.46 4.97
86 O -2.18 4.82 5.85
87 H -2.53 4.28 3.34
88 H -1.40 5.57 1.52
89 H 0.56 8.08 4.50
90 H -0.58 6.81 6.32
91 C 1.84 -2.70 3.50
92 C 2.76 -3.66 3.54
93 C 3.48 -4.09 2.32
94 O 4.31 -4.97 2.35
95 C 3.14 -3.41 1.04
96 C 2.22 -2.45 1.00
97 C 1.51 -2.03 2.23
98 O 0.68 -1.14 2.19
99 H 1.30 -2.37 4.38
100 H 3.02 -4.18 4.45
101 H 3.68 -3.74 0.16
102 H 1.96 -1.94 0.08
103 C 1.20 3.94 6.76
104 C 1.46 2.66 6.56
105 C 2.86 2.17 6.43
106 O 3.10 1.00 6.24
107 C 3.95 3.18 6.55
108 C 3.68 4.47 6.75
109 C 2.29 4.95 6.86
110 O 2.03 6.13 7.02
111 H 0.18 4.32 6.86
112 H 0.69 1.90 6.49
113 H 4.96 2.80 6.45
114 H 4.46 5.22 6.83
115 C -1.94 -4.45 -2.22
116 C -2.63 -4.93 -3.25
117 C -2.58 -6.38 -3.60
118 O -3.20 -6.82 -4.54
119 C -1.73 -7.26 -2.75
120 C -1.05 -6.77 -1.72
121 C -1.10 -5.33 -1.37
122 O -0.47 -4.88 -0.44
123 H -1.97 -3.41 -1.94
124 H -3.26 -4.31 -3.87
125 H -1.71 -8.30 -3.02
126 H -0.42 -7.39 -1.09
127 C -0.58 -7.18 7.53
128 C -0.03 -5.99 7.27
129 C 0.18 -5.53 5.88
130 O 0.68 -4.45 5.64
131 C -0.26 -6.43 4.78
132 C -0.81 -7.61 5.03
133 C -1.01 -8.08 6.43
134 O -1.52 -9.15 6.66
135 H -0.74 -7.54 8.53
136 H 0.30 -5.32 8.05
137 H -0.10 -6.06 3.77
138 H -1.13 -8.29 4.25


Record 3
Density functional theory data (ωB97M-V with the def2-TZVPD basis set) for a molecular structure, C50H63BF3N7SSbZn at a distorted geometry.

Summary:
Total charge: +1
2S+1: 1
Kohn-Sham gap, eV: 7.9998
HOMO, eV: -10.31

Cartesian coordinates (Å):
1 Zn 0.19 0.02 0.04
2 C 4.23 2.60 -0.92
3 C 3.30 1.53 -1.52
4 C 3.47 0.23 -0.73
5 C 1.90 2.08 -1.57
6 C 1.56 3.27 -2.21
7 C 0.22 3.48 -1.95
8 C -0.42 4.80 -2.31
9 C -0.50 5.66 -1.05
10 C -1.74 4.77 -3.08
11 N -0.23 2.44 -1.21
12 N 0.81 1.58 -0.99
13 B -1.57 2.27 -0.46
14 N -1.22 2.23 1.06
15 N -0.34 1.31 1.51
16 C -0.07 1.59 2.79
17 C -0.81 2.70 3.17
18 C -1.53 3.08 2.05
19 C -2.54 4.19 2.00
20 C -3.77 3.81 2.83
21 C -1.96 5.50 2.52
22 C 0.92 0.81 3.61
23 C 0.63 0.92 5.10
24 C 2.33 1.31 3.29
25 N -2.31 0.94 -0.80
26 N -1.71 -0.23 -0.53
27 C -2.57 -1.23 -0.75
28 C -3.77 -0.67 -1.19
29 C -3.58 0.71 -1.20
30 C -4.67 1.67 -1.58
31 C -5.02 2.66 -0.47
32 C -4.37 2.39 -2.89
33 C -2.30 -2.68 -0.50
34 C -3.52 -3.31 0.18
35 C -1.97 -3.45 -1.78
36 H 5.25 2.22 -0.92
37 H 3.95 2.81 0.11
38 H 4.21 3.52 -1.49
39 H 3.62 1.35 -2.55
40 H 3.15 0.37 0.30
41 H 4.52 -0.06 -0.74
42 H 2.89 -0.57 -1.19
43 H 2.20 3.90 -2.78
44 H 0.32 5.27 -2.98
45 H -1.19 5.23 -0.33
46 H -0.84 6.66 -1.30
47 H 0.49 5.74 -0.59
48 H -2.59 4.65 -2.42
49 H -1.73 3.98 -3.83
50 H -1.87 5.72 -3.60
51 H -2.26 3.17 -0.73
52 H -0.82 3.17 4.13
53 H -2.85 4.32 0.97
54 H -3.53 3.81 3.89
55 H -4.14 2.83 2.57
56 H -4.56 4.53 2.67
57 H -1.78 5.45 3.59
58 H -2.67 6.31 2.33
59 H -1.02 5.75 2.03
60 H 0.86 -0.25 3.34
61 H 0.74 1.95 5.45
62 H 1.33 0.30 5.66
63 H -0.38 0.58 5.32
64 H 2.40 2.39 3.44
65 H 2.58 1.09 2.25
66 H 3.06 0.83 3.94
67 H -4.67 -1.19 -1.45
68 H -5.56 1.05 -1.74
69 H -4.32 3.48 -0.44
70 H -5.02 2.17 0.50
71 H -6.02 3.07 -0.64
72 H -3.31 2.59 -2.98
73 H -4.91 3.34 -2.93
74 H -4.68 1.80 -3.75
75 H -1.44 -2.74 0.17
76 H -4.32 -3.44 -0.54
77 H -3.89 -2.69 1.00
78 H -3.25 -4.28 0.58
79 H -2.78 -3.36 -2.50
80 H -1.87 -4.51 -1.54
81 H -1.03 -3.13 -2.22
82 F 5.74 -2.71 5.69
83 C 4.81 -2.59 4.73
84 C 5.18 -2.08 3.50
85 C 4.22 -1.93 2.52
86 C 2.91 -2.31 2.77
87 C 2.56 -2.83 4.00
88 C 3.51 -2.98 4.99
89 Sb 1.43 -2.08 1.22
90 C 2.06 -3.67 -0.06
91 C 3.30 -3.53 -0.68
92 C 3.72 -4.45 -1.62
93 C 2.90 -5.52 -1.91
94 F 3.31 -6.42 -2.83
95 C 1.68 -5.70 -1.29
96 C 1.25 -4.75 -0.38
97 C -0.17 -2.99 2.32
98 C -0.14 -4.32 2.73
99 C -1.18 -4.85 3.47
100 C -2.23 -4.02 3.83
101 F -3.23 -4.52 4.58
102 C -2.28 -2.69 3.45
103 C -1.25 -2.19 2.68
104 H 6.21 -1.81 3.32
105 H 4.49 -1.51 1.56
106 H 1.54 -3.12 4.20
107 H 3.26 -3.40 5.96
108 H 3.95 -2.71 -0.43
109 H 4.66 -4.33 -2.13
110 H 1.07 -6.56 -1.53
111 H 0.28 -4.86 0.08
112 H 0.71 -4.94 2.47
113 H -1.18 -5.88 3.78
114 H -3.11 -2.08 3.75
115 H -1.29 -1.16 2.35
116 S 0.75 -1.30 -2.45
117 C -0.15 -0.37 -3.51
118 N -1.47 -0.64 -3.67
119 C -2.28 0.02 -4.52
120 C -1.78 1.03 -5.29
121 C -0.42 1.36 -5.17
122 C 0.38 0.69 -4.29
123 H -1.85 -1.40 -3.10
124 H -3.31 -0.29 -4.55
125 H -2.42 1.55 -5.99
126 H -0.01 2.15 -5.78
127 H 1.42 0.92 -4.17